ORCA calculation (ωB97M-V/def2-TZVPD) on a molecular structure, C51H49CrN6O11SSb at a distorted geometry.

multiplicity: 2
energy above the lowest of the compared OMol25 structures with the same formula, charge and spin: 0.0 kcal/mol
frontier orbital gap (alpha / beta): 7.19 / 7.72 eV
strongest force on any atom: 1.5 eV/Å
total charge: -1

Geometry (Å):
Cr (0.515248, -0.412226, -0.490768)
O (1.031011, -4.252975, 1.352121)
S (1.521896, -3.398290, 0.302837)
O (2.626722, -2.540175, 0.645996)
N (0.407219, -2.430795, -0.354535)
C (-0.839762, -2.944587, -0.651276)
C (-1.192461, -4.281685, -0.719864)
C (-2.484557, -4.655654, -1.113532)
C (-3.420049, -3.727532, -1.482293)
C (-3.105211, -2.354863, -1.417959)
C (-3.991423, -1.327833, -1.806468)
C (-3.591187, -0.026914, -1.684939)
C (-2.335194, 0.259606, -1.137161)
N (-1.481412, -0.667228, -0.757587)
C (-1.831957, -1.967529, -0.940875)
C (2.120610, -4.432622, -1.024586)
C (1.924252, -4.030652, -2.335015)
C (2.501886, -4.751698, -3.368441)
C (3.268033, -5.871921, -3.080291)
C (3.442937, -6.282030, -1.764448)
C (2.869974, -5.559627, -0.729350)
H (-0.469075, -5.036413, -0.450186)
H (-2.737930, -5.708044, -1.139885)
H (-4.401001, -4.028660, -1.827144)
H (-4.961747, -1.584923, -2.212632)
H (-4.226743, 0.791918, -1.992323)
H (-2.008926, 1.284104, -1.027732)
H (1.322756, -3.158017, -2.542208)
H (2.367482, -4.421576, -4.389622)
H (3.729501, -6.430403, -3.884376)
H (4.046127, -7.152876, -1.543138)
H (3.001404, -5.853447, 0.303997)
O (4.087458, -1.286890, -4.920589)
C (4.804694, -1.030272, -3.842173)
O (6.015503, -1.068366, -3.853436)
C (4.067155, -0.706832, -2.597120)
C (4.646519, -0.323360, -1.400758)
N (3.664090, -0.150788, -0.516853)
N (2.476665, -0.386007, -1.049070)
C (2.688298, -0.715898, -2.317682)
C (1.472757, -0.850442, -3.163402)
O (1.566007, -1.102207, -4.371479)
O (0.382386, -0.684508, -2.527774)
H (3.093289, -1.203337, -4.765014)
H (5.681782, -0.160626, -1.159360)
H (3.694183, 0.239394, 0.420725)
C (0.911438, 1.573375, 4.718429)
C (2.361673, 1.198386, 4.465046)
C (2.532609, -0.060090, 3.582214)
C (4.064466, -0.334035, 3.532444)
C (4.488331, -1.757461, 3.182371)
C (1.826992, -1.208469, 4.259760)
O (2.184651, -1.677105, 5.320300)
N (0.706051, -1.656059, 3.621482)
C (0.213755, -1.262092, 2.377925)
O (-0.843129, -1.747238, 2.020059)
N (0.895922, -0.327355, 1.641674)
C (2.001327, 0.264188, 2.174583)
O (2.614499, 1.115892, 1.532510)
H (0.846935, 2.457393, 5.352858)
H (0.371403, 0.761780, 5.207578)
H (0.412259, 1.792648, 3.774916)
H (2.853120, 1.001962, 5.418961)
H (2.874535, 2.026420, 3.971373)
H (4.466515, -0.094191, 4.518008)
H (4.483884, 0.370661, 2.813516)
H (4.238001, -2.445001, 3.989434)
H (5.571077, -1.784375, 3.046497)
H (4.016563, -2.105527, 2.271943)
H (0.228331, -2.455688, 4.013216)
C (-5.160128, 2.771846, 2.061110)
C (-4.448545, 3.483870, 0.942492)
C (-5.231230, 4.249726, 0.075026)
C (-4.679213, 4.990420, -0.955058)
C (-3.305237, 4.988630, -1.128617)
C (-2.519537, 4.215138, -0.292502)
C (-3.060425, 3.444306, 0.739508)
Sb (-1.438238, 2.262205, 1.685203)
C (-0.730098, 4.171485, 2.540941)
C (-1.556409, 4.881331, 3.408219)
C (-1.133779, 6.055251, 4.011148)
C (0.123351, 6.561402, 3.720836)
C (0.926588, 5.899547, 2.807548)
C (0.517260, 4.709147, 2.202691)
C (1.424473, 4.083882, 1.179730)
C (-2.495224, 1.518510, 3.479497)
C (-2.254553, 2.043950, 4.745594)
C (-2.786687, 1.463442, 5.887976)
C (-3.560348, 0.320506, 5.776661)
C (-3.811803, -0.208519, 4.520777)
C (-3.292264, 0.370572, 3.365962)
C (-3.599013, -0.276310, 2.043431)
H (-6.104087, 3.268616, 2.286697)
H (-4.549906, 2.753533, 2.957049)
H (-5.385953, 1.740186, 1.788947)
H (-6.305461, 4.269004, 0.224369)
H (-5.317837, 5.571670, -1.608514)
H (-2.849857, 5.582148, -1.911650)
H (-1.443261, 4.213678, -0.435360)
H (-2.554988, 4.513901, 3.613656)
H (-1.787424, 6.574735, 4.701068)
H (0.463769, 7.475751, 4.191285)
H (1.890668, 6.316064, 2.537346)
H (2.054559, 4.848401, 0.725116)
H (0.865263, 3.582042, 0.392974)
H (2.069925, 3.325812, 1.623297)
H (-1.638557, 2.925723, 4.851926)
H (-2.584784, 1.898155, 6.859481)
H (-3.952746, -0.166511, 6.660919)
H (-4.419183, -1.102235, 4.428997)
H (-4.562440, -0.787399, 2.076087)
H (-2.830001, -1.015671, 1.824174)
H (-3.611010, 0.446611, 1.227389)
C (-0.146460, 3.139977, -2.662584)
C (0.771880, 2.171704, -1.927852)
O (1.930311, 2.058130, -2.291353)
O (0.235383, 1.558917, -0.902393)
H (0.117045, 3.127646, -3.717661)
H (0.023957, 4.146661, -2.277198)
H (-1.194654, 2.874862, -2.535731)

Cartesian forces (eV/Å) of the 6 atoms listed first:
Cr 0.58 0.98 -0.55
O -0.26 -0.07 -0.25
S 0.74 0.07 0.05
O 0.11 -0.05 0.05
N 0.34 0.12 0.24
C -0.54 -0.45 -0.10